8 unconnected molecules or ions with the total composition C54H118N6O8 in a non-equilibrium geometry. Source: the OMol25 dataset; level of theory: the ωB97M-V functional and the def2-TZVPD basis.

Each line ends with the Mulliken spin population.
Positions of all 186 atoms, in Å:
O 6.758 0.145 -0.652  0.0541
O -2.086 2.525 6.368  0.0000
O -4.796 -3.592 0.473  0.0000
O 3.559 -7.825 3.747  0.0000
O -0.790 1.319 2.801  0.0011
O -1.172 4.444 -5.817  0.0000
O -1.969 0.275 5.218  0.0001
O 0.179 8.343 3.213  0.0000
N 5.869 1.100 -1.121  0.6641
N -4.792 -3.595 -0.920  0.0000
N 2.544 -7.600 2.757  0.0000
N -0.587 7.429 2.481  0.0000
N -0.996 3.307 -5.079  0.0000
N -1.034 0.048 2.437  -0.0035
C 6.743 0.717 -3.429  0.0383
C -5.962 -2.974 -2.980  0.0000
C -3.441 0.748 2.045  -0.0001
C 1.886 -6.329 2.851  0.0000
C -5.928 -2.791 -1.391  0.0000
C 0.800 2.565 -6.634  -0.0001
C 0.434 2.873 -5.134  0.0000
C -1.054 6.297 3.409  0.0000
C -1.815 0.721 0.052  0.0002
C 2.827 -5.136 2.697  0.0000
C -1.795 5.220 2.555  0.0000
C 0.123 -0.793 2.305  -0.0017
C 5.349 2.701 -3.108  0.0076
C -0.148 1.469 -2.927  0.0002
C 4.447 3.491 -2.135  -0.0040
C -5.530 -6.014 -0.842  0.0000
C -1.467 -2.419 1.049  0.0010
C -0.405 -2.223 2.171  0.0015
C -1.110 4.800 1.261  0.0000
C 1.135 -0.536 1.199  0.0018
C 4.261 -7.420 0.854  0.0000
C 0.801 -0.858 3.735  0.0005
C 0.116 7.177 1.188  0.0000
C 0.118 5.555 4.191  0.0000
C 0.768 -6.183 1.954  -0.0001
C -5.693 -1.282 -1.138  0.0000
C -2.603 -1.364 1.286  0.0016
C 6.333 1.801 -2.322  -0.0100
C -1.474 4.489 -2.794  0.0000
C 3.169 -9.693 1.654  0.0000
C 7.628 2.555 -2.014  0.1082
C -0.749 6.066 0.492  -0.0001
C 3.025 -8.100 1.408  0.0000
C 1.836 -7.800 0.378  0.0000
C -5.978 -4.418 -3.448  0.0000
C 3.912 2.637 -0.921  0.0302
C 0.031 8.433 0.349  0.0000
C -4.713 -5.058 -2.939  0.0000
C -7.337 -3.071 -0.807  0.0000
C 5.056 1.766 -0.147  -0.0351
C 4.297 0.736 0.747  0.0411
C -4.516 -4.962 -1.377  0.0000
C -2.076 6.881 4.485  0.0000
C 1.321 -6.373 4.401  0.0000
C 0.535 1.479 -4.335  -0.0001
C -1.769 3.323 -3.790  -0.0001
C -1.575 1.966 -3.085  0.0001
C 1.523 6.607 1.180  0.0000
C -3.057 -5.293 -0.960  0.0000
C 1.102 -6.493 0.521  0.0000
C -3.366 3.458 -4.191  0.0000
C 5.782 2.699 0.853  0.1042
C 1.389 3.866 -4.569  -0.0001
C -2.143 0.039 1.413  -0.0005
H 3.912 -6.527 0.336  0.0000
H -2.970 -6.305 -1.356  0.0000
H 2.177 -7.875 -0.655  0.0000
H -1.604 7.772 4.899  0.0000
H -4.074 3.159 -3.418  0.0000
H -5.188 -7.009 -1.128  0.0000
H 3.544 3.399 -0.234  -0.0020
H -2.097 3.217 5.706  0.0000
H -7.623 -2.388 -0.006  0.0000
H -2.778 -0.162 5.483  0.0000
H 5.040 2.204 -4.028  0.0023
H 0.465 -2.868 2.051  -0.0003
H -3.047 1.674 2.464  0.0000
H -0.002 -6.873 2.301  0.0000
H -6.536 -0.742 -1.569  0.0000
H -1.538 5.401 -3.388  0.0000
H -6.082 -4.490 -4.530  0.0000
H 3.541 3.895 -2.587  0.0024
H -3.082 7.122 4.142  0.0000
H 0.364 4.562 3.817  0.0000
H 1.737 -5.749 0.041  0.0000
H -1.779 4.161 0.684  0.0000
H 1.060 0.127 4.122  0.0000
H -2.519 0.400 -0.716  -0.0002
H -1.858 -3.407 1.290  -0.0003
H -2.724 5.701 2.250  0.0000
H -6.899 -4.880 -3.094  0.0000
H -2.366 -4.701 -1.559  0.0000
H -1.015 8.737 0.297  0.0000
H 0.385 2.272 -2.418  -0.0002
H -0.531 4.422 -2.251  0.0000
H -0.801 0.482 -0.267  0.0002
H 6.417 -0.708 -0.932  0.0149
H 2.270 -10.043 2.161  0.0000
H -1.945 2.041 -2.063  0.0000
H -2.860 -5.179 0.106  0.0000
H -0.234 5.654 -0.376  0.0000
H 0.764 9.160 0.699  0.0000
H 1.020 6.165 4.228  0.0000
H -3.627 2.783 -5.006  0.0000
H 7.602 0.063 -3.279  0.0000
H -1.124 -2.495 0.017  -0.0002
H 3.997 -0.192 0.261  -0.0056
H 3.018 2.076 -1.193  -0.0072
H -6.500 -5.784 -1.284  0.0000
H -1.849 1.783 0.294  0.0001
H 2.222 7.361 1.542  0.0000
H -2.110 1.711 5.865  0.0000
H -0.255 4.155 1.462  0.0000
H 3.429 1.196 1.219  0.0034
H 3.887 -10.012 2.410  0.0000
H -4.762 -0.856 -1.512  0.0000
H -5.830 -6.011 0.206  0.0000
H 0.649 -7.222 4.525  0.0000
H 3.793 -5.229 3.193  0.0000
H 4.959 4.357 -1.716  0.0015
H -1.619 6.601 0.112  0.0000
H 8.122 2.622 -2.983  -0.0019
H -4.688 -6.094 -3.278  0.0000
H 2.070 -1.068 1.377  0.0006
H -2.113 4.416 3.219  0.0000
H 6.718 1.191 -4.410  0.0010
H 3.415 -8.733 4.023  0.0000
H 1.723 -1.434 3.804  0.0000
H 5.934 3.664 0.370  -0.0038
H 1.870 2.357 -6.650  0.0000
H 0.298 1.664 -6.987  0.0000
H -0.280 5.271 5.166  0.0000
H 1.353 4.005 -3.489  -0.0001
H -1.068 1.377 3.718  0.0000
H -1.671 -0.215 4.452  0.0001
H 0.617 -5.575 4.637  0.0000
H 1.510 5.742 1.844  0.0000
H 1.617 1.396 -4.237  0.0003
H 0.236 8.105 -0.670  0.0000
H 5.979 -0.045 -3.584  -0.0051
H 1.259 0.544 1.123  -0.0011
H 4.835 -8.096 0.221  0.0000
H 1.901 6.300 0.205  0.0000
H 0.171 -6.500 -0.046  0.0000
H -3.301 -1.347 0.449  -0.0005
H -5.100 -2.423 -3.355  0.0000
H -2.178 6.154 5.291  0.0000
H -0.825 -2.553 3.122  0.0003
H -2.203 1.147 -3.436  0.0000
H 0.111 -1.236 4.490  -0.0001
H -3.532 4.432 -4.651  0.0000
H 5.121 3.022 1.657  0.0037
H 0.998 7.929 3.493  0.0000
H 4.927 0.431 1.582  0.0013
H 4.907 -7.097 1.670  0.0000
H -3.964 0.097 2.745  0.0000
H 0.243 0.576 -4.871  0.0000
H 6.052 3.412 -3.542  -0.0017
H 1.088 -8.592 0.391  0.0000
H -6.782 -2.311 -3.255  0.0000
H 3.189 -10.210 0.694  0.0000
H -7.310 -4.013 -0.259  0.0000
H -0.251 0.464 -2.518  0.0000
H 2.157 -6.423 5.099  0.0000
H -3.835 -4.546 -3.332  0.0000
H -2.212 4.623 -2.003  0.0000
H -5.435 -4.275 0.692  0.0000
H -3.288 -1.607 2.099  0.0003
H 2.402 3.531 -4.790  0.0000
H 2.318 -4.286 3.152  0.0000
H -4.073 0.955 1.182  0.0001
H 2.993 -4.746 1.693  0.0000
H -5.772 -1.033 -0.079  0.0000
H 7.320 3.500 -1.567  -0.0011
H 1.334 4.826 -5.083  0.0000
H 0.761 -0.850 0.224  0.0006
H -8.044 -3.037 -1.636  0.0000
H 6.664 2.235 1.294  -0.0026
H 0.651 3.443 -7.262  0.0000
H 8.369 1.932 -1.512  0.0005
H 0.442 -5.145 1.877  -0.0001
H -1.908 4.148 -6.358  0.0000

Calculated values
Spin multiplicity: 2
Energy relative to the best compared isomer or geometry (same formula, charge and spin): 0.00 kcal/mol
E_LUMO (alpha / beta): -2.70 / -6.70 eV
Strongest force on any atom: 5.0 eV/A
Total charge: +1
DFT total energy: -83213.52381 eV